(1)
19
Properties=species:S:1:pos:R:3 method="wB97M-V/def2-TZVPD" orbital_gap_ev=7.9 multiplicity=1 energy_ev=-15929.4234 e_homo_ev=-8.75 e_lumo_ev=-0.807 largest_force_ev_per_a=4.11 relative_energy_ev=9.1047
H -0.81 1.82 -1.35
N -0.50 2.46 -0.60
C -0.26 1.83 0.46
N -0.35 0.46 0.70
C -0.04 -0.14 1.90
N -0.15 -1.40 2.04
O 0.17 -1.91 3.28
H 0.09 2.38 1.32
H -0.68 -0.16 -0.05
H 0.29 0.54 2.70
H 0.44 -1.16 3.87
C -1.39 -2.18 -2.22
C -0.56 -1.33 -2.39
C 0.45 -0.30 -2.61
O 0.76 0.09 -3.71
C 1.05 0.23 -1.40
C 1.57 0.67 -0.38
H -2.12 -2.94 -2.07
H 2.03 1.04 0.50


(2)
19
Properties=species:S:1:pos:R:3 method="wB97M-V/def2-TZVPD" orbital_gap_ev=9.9 multiplicity=1 energy_ev=-24723.5495 smiles="COC[C@](C#N)(CC#N)N=C=S" e_homo_ev=-10.06 e_lumo_ev=-0.144 largest_force_ev_per_a=0.85 relative_energy_ev=1.6807
C 2.43 0.42 0.10
O 1.35 -0.02 0.90
C 0.17 0.74 0.74
C -1.03 -0.20 0.50
C -1.40 -0.78 1.81
N -1.69 -1.19 2.84
C -0.69 -1.41 -0.40
C 0.00 -1.03 -1.63
N 0.48 -0.76 -2.63
N -2.21 0.53 0.02
C -2.19 1.25 -0.96
S -2.13 2.21 -2.18
H 2.81 1.38 0.45
H 2.16 0.51 -0.95
H 3.22 -0.33 0.19
H -0.01 1.26 1.69
H 0.29 1.46 -0.07
H -0.01 -2.04 0.18
H -1.57 -2.00 -0.60


(3)
24
Properties=species:S:1:pos:R:3 method="wB97M-V/def2-TZVPD" orbital_gap_ev="5.8 / 4.8" multiplicity=3 s_squared=2.06 energy_ev=-76457.2679 e_homo_ev="-3.69 / -3.82" e_lumo_ev="2.106 / 1.009" total_charge=-1 largest_force_ev_per_a=0.95
Ti -0.33 0.35 -0.68
N 2.75 -0.80 -3.22
C 2.04 -0.52 -2.07
S 1.74 1.22 -1.83
N 1.78 -1.49 -1.27
N 0.71 -1.20 -0.38
C 1.08 -0.70 0.86
C 0.23 0.03 1.66
C 0.61 0.48 2.98
C -0.27 1.13 3.78
C -1.60 1.39 3.33
C -1.92 1.02 2.06
N -1.06 0.41 1.21
H 3.41 -0.10 -3.52
H 3.07 -1.76 -3.28
H 2.12 -0.85 1.15
H 1.61 0.25 3.33
H 0.03 1.43 4.77
H -2.33 1.87 3.96
H -2.91 1.21 1.65
Te -3.18 -1.01 -1.73
Te -4.84 -1.76 -3.56
Te -1.74 -0.48 -5.83
Te -0.98 -0.13 -3.36